# 1
Formula: C3H9N2
Source: the Open Molecules 2025 dataset
Level of theory: ωB97M-V/def2-TZVPD

Summary:
Orbital gap, eV: 10.42
Molecular weight, g/mol: 73.12
HOMO energy, eV: -13.8386
Energy, eV: -6228.934
Lowest unoccupied orbital energy, eV: -3.42
Total charge: +1

Atoms and positions in Å:
N  1.26637  -0.35437  0.39406
N  -2.66311  0.96802  0.21116
C  -1.29064  -1.08831  -0.24720
C  1.87452  0.83156  -0.21355
C  -2.10430  -0.02712  0.00499
H  1.33688  1.71846  0.11989
H  2.92652  0.94089  0.05995
H  1.30532  -0.27566  1.40882
H  -1.32827  -1.36766  -1.30141
H  1.80665  -1.18089  0.13675
H  -3.24229  1.76974  0.34238
H  1.80331  0.75490  -1.29676
H  -1.51492  -1.94729  0.38052
H  -0.17607  -0.74225  0.00038

Atoms 1-6, force components in eV/Å:
0.50 -0.34 0.29
0.89 -1.70 -0.30
0.57 -1.58 -0.52
0.16 0.24 -0.07
-1.67 2.88 0.46
0.03 0.00 -0.09

=====

# 2
Formula: C24H24BN4O2Pd
Source: the Open Molecules 2025 dataset
Level of theory: ωB97M-V/def2-TZVPD

Summary:
Orbital gap (alpha / beta), eV: 7.94 / 6.81
Molecular weight, g/mol: 517.71
HOMO energy (alpha / beta), eV: -5.4892 / -5.6222
Energy, eV: -39491.306
⟨S²⟩: 2.01
Lowest unoccupied orbital energy (alpha / beta), eV: 2.45 / 1.19
Multiplicity: 3
Total charge: -1

Atoms and positions in Å:
Pd  0.07916  0.02111  0.72573
O  2.00317  3.55498  -0.68569
O  1.61054  -3.38736  -1.44995
N  0.16323  -2.02101  -0.27827
N  1.60243  0.06645  -0.80022
N  0.24504  2.18044  -0.04613
N  0.38485  -1.08932  2.55833
C  3.97425  0.09190  -2.13044
C  -0.71303  4.30322  -1.90182
C  -0.72442  1.94641  2.54898
C  -2.49066  -1.59469  -1.15707
C  3.39664  1.28411  -1.71298
C  -2.29405  5.19470  1.41994
C  -2.12839  -2.77234  -0.29346
C  -1.44635  -4.94745  1.30056
C  2.18609  1.22830  -1.04169
C  0.36410  -1.01830  3.71370
C  3.32147  -1.11078  -1.89414
C  0.95108  -4.19899  1.44392
C  -0.78957  -2.95824  0.11752
C  1.26667  -2.30682  -0.96678
C  -1.91591  4.12434  2.21549
C  1.45056  2.46048  -0.56604
C  -1.05702  4.25223  -0.44196
C  -2.75177  -4.78959  0.86834
C  -1.88316  5.23305  0.10016
C  -0.60715  3.21032  0.39143
C  -1.09698  3.12946  1.70853
C  2.11657  -1.08116  -1.21242
C  -0.45350  -4.04518  0.94381
C  -3.08806  -3.69891  0.08101
B  0.32080  -0.89720  5.27239
H  0.35727  1.87460  2.67529
H  1.42982  -1.10092  5.71004
H  4.92456  0.10282  -2.64920
H  -2.25988  4.05005  3.24078
H  -2.92705  5.97599  1.82270
H  -0.72378  3.30298  -2.34015
H  -3.50969  -5.51129  1.14820
H  0.99779  -4.91786  2.26188
H  0.29288  4.69908  -2.03460
H  -2.21557  6.04300  -0.54044
H  -1.17631  1.97521  3.53777
H  -1.95745  -1.63126  -2.10858
H  -0.48246  -1.69972  5.68910
H  -4.11243  -3.56819  -0.25039
H  1.32462  -3.23687  1.79889
H  -0.03566  0.24471  5.49160
H  -2.20857  -0.65751  -0.67233
H  3.70572  -2.06639  -2.22199
H  -3.56270  -1.56996  -1.35165
H  3.84511  2.25184  -1.88690
H  -1.19226  -5.78566  1.93987
H  -1.09739  1.02524  2.05494
H  1.60501  -4.52947  0.63462
H  -1.42006  4.93412  -2.44241

Atoms 1-6, force components in eV/Å:
0.83 -0.22 -0.92
-0.13 -0.05 -0.09
0.07 0.07 0.00
-0.24 0.96 0.33
0.10 -0.10 0.37
-0.25 -0.73 0.05

=====

# 3
Formula: C2H6NO
Source: the Open Molecules 2025 dataset
Level of theory: ωB97M-V/def2-TZVPD

Summary:
Orbital gap, eV: 9.92
Molecular weight, g/mol: 60.08
HOMO energy, eV: -13.9221
Energy, eV: -5699.074
Lowest unoccupied orbital energy, eV: -4.01
Total charge: +1

Atoms and positions in Å:
O  0.22607  0.38395  -0.56874
N  -1.73313  -1.09667  -0.68630
C  1.11889  0.72671  0.15324
C  2.06732  1.17385  0.95412
H  -1.39519  -1.71700  -0.00163
H  -0.93798  -0.35434  -0.62613
H  1.73078  2.21730  1.15825
H  -1.76799  -1.63209  -1.56634
H  3.31673  0.93871  1.66632
H  -2.62550  -0.64042  -0.48279

Atoms 1-6, force components in eV/Å:
2.17 1.29 0.75
-0.11 0.81 -1.29
1.52 -0.45 0.88
1.64 0.35 1.21
-0.33 -1.31 1.54
-0.80 -0.47 -0.66

=====

# 4
Formula: C27H51BrN6O8PS2
Source: the Open Molecules 2025 dataset
Level of theory: ωB97M-V/def2-TZVPD

Summary:
Orbital gap, eV: 7.35
Molecular weight, g/mol: 762.75
HOMO energy, eV: -10.1585
Energy, eV: -155129.877
Lowest unoccupied orbital energy, eV: -2.81
Total charge: +1

Atoms and positions in Å:
Br  0.78559  0.32138  -0.53392
S  0.09463  -0.45469  -5.07300
S  0.94953  -1.63744  3.87022
P  -4.88814  2.30251  2.22596
O  1.31714  5.49730  -1.95467
O  0.34325  -0.03724  -6.69914
O  2.82311  0.30809  4.46021
O  6.97668  0.45692  -0.64700
O  -3.37449  0.88547  0.29173
O  -5.55357  0.33061  -1.69771
O  1.47342  -0.62091  -4.48058
O  -0.56202  0.76972  -4.45101
N  4.64281  -0.88681  5.30278
N  3.70464  -1.86311  5.01481
N  -1.63844  -1.25656  -0.30278
N  -4.24842  2.89203  3.57413
N  0.17306  -2.91359  -0.54118
N  4.35773  0.17798  -1.07781
C  -0.95278  -1.97581  -4.98194
C  -0.60925  -0.43825  1.89876
C  0.91541  -0.89366  2.12611
C  -1.64787  2.47443  1.01253
C  7.62137  1.55673  0.00073
C  -0.85689  -2.72590  -3.53485
C  -1.46029  -4.85996  1.34679
C  -1.98988  -1.08948  -1.71662
C  0.69476  -4.19305  -0.23597
C  4.15027  0.41645  4.96735
C  -0.07136  -5.14211  0.69371
C  -4.86526  -0.46862  1.69552
C  6.31281  -0.44255  0.23816
C  -0.25638  3.72824  -0.94881
C  -5.76961  -0.81703  -0.83451
C  -0.35893  3.32985  0.59777
C  4.82294  -0.08978  0.32151
C  -1.00060  -0.11491  0.35832
C  4.53678  1.14585  1.16100
C  1.26582  4.28277  -1.16933
C  -1.95617  1.16163  0.16371
C  -1.06487  -2.58346  0.05447
C  2.61888  -1.09101  4.50787
C  -1.98514  -3.42272  0.97074
C  -2.16656  -2.40283  -2.61540
C  -3.84546  0.80864  1.64284
C  -6.10280  -0.34406  0.68194
H  1.97431  5.29660  -2.66506
H  1.27899  -1.73117  1.45200
H  -0.72820  0.48025  2.59293
H  4.32570  -0.67934  -1.63838
H  -2.01604  -5.57961  2.02514
H  -6.23554  1.87670  2.56154
H  -1.31351  -1.21983  2.38206
H  1.64961  -0.00591  2.20038
H  -2.01768  -1.67785  -5.25749
H  -0.53641  -2.70612  -5.77137
H  -0.15015  0.80609  -6.88511
H  -4.87915  -1.53624  -0.81759
H  6.95734  2.42449  -0.01456
H  -5.26283  -0.63684  2.75287
H  3.46239  1.24008  1.34582
H  0.41748  -6.15347  0.93120
H  1.83780  3.44345  -1.72902
H  -6.02679  1.11907  -1.36104
H  -0.38641  4.31246  1.19919
H  -2.57383  -3.32281  -2.08235
H  -1.82116  1.48738  -0.94000
H  4.85944  2.06652  0.66955
H  -2.97860  -2.13338  -3.39833
H  -3.41060  2.32986  3.81801
H  5.03520  1.08029  2.13038
H  -2.54690  3.18241  0.82006
H  0.10164  -2.28947  -3.05738
H  -0.36773  2.86380  -1.68303
H  5.05647  0.78482  -1.53359
H  6.78613  -0.49147  1.22259
H  -4.89522  3.28004  1.15168
H  -0.74748  -3.84627  -3.74413
H  1.78570  4.36266  -0.14329
H  -0.94269  4.61172  -1.16914
H  -6.71401  -1.34210  -1.22891
H  -3.02217  -0.56097  -1.76024
H  0.56806  2.76458  0.96961
H  -1.62216  2.35233  2.14813
H  -6.90461  -1.09001  1.05945
H  -6.61546  0.67464  0.65842
H  8.51615  1.80900  -0.56838
H  7.90920  1.32782  1.02923
H  -1.30323  -0.38594  -2.33321
H  4.64267  1.43224  5.06937
H  6.41037  -1.43630  -0.21181
H  1.70908  -4.53231  -0.64682
H  3.44207  0.63314  -1.12221
H  -4.24195  -1.36227  1.35683
H  -2.99584  -3.07379  1.38071
H  -3.07160  0.60878  2.45204
H  4.24666  -0.93878  0.69978

Atoms 1-6, force components in eV/Å:
0.02 0.44 -0.58
2.66 5.05 2.27
1.86 0.65 0.35
1.86 0.47 2.16
0.94 -1.48 -0.12
-1.05 -0.60 1.82

=====

# 5
Formula: C9H18AgBrO3
Source: the Open Molecules 2025 dataset
Level of theory: ωB97M-V/def2-TZVPD

Summary:
Orbital gap (alpha / beta), eV: 3.19 / 3.19
Molecular weight, g/mol: 362.01
HOMO energy (alpha / beta), eV: -10.8852 / -10.8852
Energy, eV: -89797.502
⟨S²⟩: 0.75
Lowest unoccupied orbital energy (alpha / beta), eV: -7.70 / -7.69
Multiplicity: 2
Total charge: +1

Atoms and positions in Å:
Ag  8.30630  1.75131  -1.63010
Br  3.81674  1.44548  -1.28653
O  -0.72760  7.93749  0.32395
O  4.42307  -7.01612  -0.69653
O  -3.28878  -2.74875  -0.28279
C  -2.05185  -1.11881  -1.41165
C  -2.00854  6.07090  -0.52413
C  3.66857  -6.52661  0.15539
C  -3.00176  8.39414  -0.05802
C  -1.96619  -1.35707  1.19700
C  3.11581  -7.26434  1.30574
C  -1.80268  7.55452  -0.05778
C  -2.51974  -1.85549  -0.15279
C  3.22512  -5.10825  0.21929
H  -2.28006  -1.60097  -2.36219
H  -2.50475  -0.13362  -1.52300
H  -3.67784  8.13505  -0.87281
H  3.96394  -7.68614  1.84506
H  -1.16917  5.38705  -0.65022
H  -3.53776  8.23886  0.87830
H  2.44036  -6.68646  1.93654
H  -2.66605  5.98455  -1.38920
H  -2.46606  5.83128  0.43573
H  2.20000  -4.97874  -0.12776
H  -1.72741  -0.29357  1.20411
H  -2.75901  9.43495  -0.27227
H  2.46970  -8.09584  1.02422
H  3.38610  -4.69169  1.21361
H  -2.71996  -1.52058  1.96720
H  -0.98262  -0.92863  -1.31852
H  3.92595  -4.57074  -0.41947
H  -1.08381  -1.98310  1.32965

Atoms 1-6, force components in eV/Å:
-0.12 -0.01 0.00
0.13 0.01 -0.01
0.18 0.23 0.28
-1.56 1.21 1.71
-0.93 -1.44 0.61
0.50 0.44 0.13

=====

# 6
Formula: C17H11FN6O
Source: the Open Molecules 2025 dataset
Level of theory: ωB97M-V/def2-TZVPD

Summary:
Orbital gap, eV: 8.55
SMILES: NC(=O)c1cnc2ccc(-c3cccnc3-c3cc(F)ccn3)nn12
Molecular weight, g/mol: 334.31
HOMO energy, eV: -8.9911
Energy, eV: -31510.971
Lowest unoccupied orbital energy, eV: -0.44
Total charge: 0

Atoms and positions in Å:
F  2.73396  2.37645  -4.78990
O  -3.30768  -4.01207  2.43891
N  -4.12130  0.13143  1.42681
N  -2.05507  -0.69107  1.23863
N  -1.58816  -3.97266  1.08868
N  3.38488  0.56030  -0.12359
N  0.37561  0.58631  -1.94288
N  -0.69390  -0.66802  1.12982
C  0.64180  1.38152  -4.17784
C  1.24873  0.54054  0.96572
C  -0.06874  0.68622  -3.20021
C  2.42703  1.52816  -2.58711
C  1.86738  0.44491  2.21685
C  3.23083  0.22769  2.23187
C  2.09352  0.69851  -0.19702
C  1.57875  0.99586  -1.61043
C  -2.63934  -3.29326  1.65251
C  -3.99467  -1.20852  1.70656
C  -2.32370  1.64622  0.51976
C  -2.91807  0.45332  1.04102
C  3.94207  0.19184  1.00924
C  -0.90673  1.68200  0.65215
C  -2.81053  -1.75058  1.56501
C  1.92287  1.82352  -3.83240
C  -0.18997  0.53340  0.89439
H  5.02617  0.04591  1.05205
H  3.45384  1.81718  -2.34014
H  -2.78458  2.57610  0.04397
H  0.32995  1.69991  -5.21381
H  -1.04317  -3.45478  0.37413
H  -1.53961  -4.99320  1.24880
H  -4.80242  -1.81123  2.10315
H  -1.06872  0.26093  -3.31524
H  1.33886  0.36558  3.16496
H  -0.44900  2.54778  0.32420
H  3.70908  0.05379  3.24137

Atoms 1-6, force components in eV/Å:
-0.91 -0.30 1.00
-0.04 2.64 -1.67
-0.33 -1.16 -0.29
3.10 2.12 -1.79
0.28 1.98 -1.49
1.29 -0.55 -0.55